Run 1
Entry from the Open Molecules 2025 dataset: the molecule C2H6N2OS (ωB97M-V with the def2-TZVPD basis set).

Each line ends with the Löwdin charge.
Positions of all 12 atoms, in Å:
C 0.53034 1.86118 1.01724  -0.116
N -0.36580 1.15745 0.12311  -0.091
C -0.23119 -0.13953 -0.22988  -0.890
S -1.08786 -0.80329 -1.54378  0.543
N 0.88617 -0.82482 0.21970  -0.065
O 1.16903 -0.62950 1.59583  -0.039
H 0.07658 1.98148 2.07180  0.101
H 0.65664 2.92803 0.53667  0.109
H 1.59818 1.36433 0.97243  0.114
H -0.96998 1.66396 -0.60738  0.152
H 0.82974 -1.78383 -0.20159  0.121
H 0.42479 -0.92356 2.03811  0.061

Properties
SMILES string: CNC(=S)NO
HOMO energy (Ha): -0.3114
Net charge: 0
Spin multiplicity: 1
LUMO (eV): 0.4


Run 2
Entry from the Open Molecules 2025 dataset: the molecule C2H6N2OS (ωB97M-V with the def2-TZVPD basis set).

Each line ends with the Löwdin charge.
Positions of all 12 atoms, in Å:
C -1.32629 1.22228 0.33702  -0.125
N -0.47401 0.29279 -0.26741  -0.250
O 0.62164 1.13743 -0.70794  -0.113
C -0.08385 -0.88526 0.43075  -0.283
N 0.91968 -1.74042 0.42408  -0.357
S 2.13848 -1.47176 -0.73771  0.702
H -1.92027 1.77803 -0.51488  0.122
H -1.94866 0.62634 1.07168  0.088
H -0.68075 2.03167 0.94967  0.133
H 0.90390 0.67806 -1.60135  0.116
H -0.91229 -1.03013 1.18986  0.125
H 2.76242 -2.63904 -0.57376  -0.157

Properties
SMILES string: CN(O)/C=N\S
HOMO energy (Ha): -0.3096
Net charge: 0
Spin multiplicity: 1
LUMO (eV): 0.8


Result of the stability comparison: run 2 is the least stable of them.


Run 1
Entry from the Open Molecules 2025 dataset: the molecule C2H6N2OS (ωB97M-V with the def2-TZVPD basis set).

Each line ends with the Löwdin charge.
Positions of all 12 atoms, in Å:
H -0.87715 1.75595 -0.39499  0.071
N 0.17123 1.63385 -0.19536  0.097
C 0.54042 0.46205 -0.44273  -0.764
N 1.84168 0.00439 -0.60274  -0.080
O 2.19627 -0.92715 0.40910  -0.064
S -0.63950 -0.86728 -0.85156  0.835
C -1.85151 -0.35667 0.45405  -0.384
H 2.46796 0.78778 -0.46911  0.121
H 2.30309 -1.78651 0.01292  0.080
H -1.29956 -0.05173 1.34164  0.039
H -2.33960 0.53639 0.05540  0.016
H -2.51330 -1.19108 0.68337  0.032

Properties
SMILES string: [H]/N=C(/NO)SC
HOMO energy (Ha): -0.3349
Net charge: 0
Spin multiplicity: 1
LUMO (eV): 0.7


Run 2
Entry from the Open Molecules 2025 dataset: the molecule C2H6N2OS (ωB97M-V with the def2-TZVPD basis set).

Each line ends with the Löwdin charge.
Positions of all 12 atoms, in Å:
C -0.46744 1.20108 0.03273  -0.091
C -0.12184 -1.09698 -0.54074  -0.562
N 1.86190 0.54967 -0.32400  -0.279
N -0.81096 -0.18345 0.44640  -0.153
O 2.64857 1.14512 0.37068  -0.138
S 1.50728 -1.38238 0.10921  0.707
H -0.46212 1.77489 0.87363  -0.003
H -0.95890 1.60458 -0.90516  0.075
H -0.82915 -1.98561 -0.34233  0.104
H -0.13850 -0.77194 -1.54306  0.061
H -0.42018 -0.54390 1.36035  0.147
H -1.80866 -0.31107 0.46231  0.132

Properties
HOMO energy (alpha / beta) (Ha): -0.2514 / -0.2673
Net charge: 0
Spin multiplicity: 1
LUMO (alpha / beta) (eV): 0.3 / 0.4


Run 3
Entry from the Open Molecules 2025 dataset: the molecule C2H6N2OS (ωB97M-V with the def2-TZVPD basis set).

Each line ends with the Löwdin charge.
Positions of all 12 atoms, in Å:
C 2.32408 -0.60956 -0.08288  -0.119
O 1.25577 0.34428 -0.36522  -0.300
N 0.03669 -0.24751 -0.12259  -0.007
C -0.80869 0.77704 -0.01647  -0.345
N -2.13909 0.84075 -0.21813  -0.456
S -2.96687 -0.64570 -0.23765  0.701
H 3.21224 0.13943 0.32668  0.124
H 2.49186 -1.15946 -1.12831  0.096
H 1.95006 -1.51134 0.69158  0.120
H -0.39133 1.85891 -0.11180  0.155
H -2.63658 1.55673 0.49635  0.149
H -2.32812 -1.34357 0.76843  -0.119

Properties
SMILES string: CO/N=C/NS
HOMO energy (Ha): -0.3138
Net charge: 0
Spin multiplicity: 1
LUMO (eV): 0.6


Run 4
Entry from the Open Molecules 2025 dataset: the molecule C2H6N2OS (ωB97M-V with the def2-TZVPD basis set).

Each line ends with the Löwdin charge.
Positions of all 12 atoms, in Å:
H -0.35975 2.28126 -0.28135  0.034
N -0.78752 1.38906 -0.22413  0.141
C 0.07744 0.46607 -0.03380  -0.593
N 1.43468 0.65382 0.13913  -0.379
S 2.64617 -0.43239 -0.26263  0.788
O -0.27944 -0.83365 0.05211  -0.103
C -1.62245 -1.03822 -0.13985  -0.126
H 1.73594 1.60955 0.29983  0.091
H 3.01701 -0.84388 0.93683  -0.160
H -2.00236 -0.49663 -1.05341  0.102
H -1.73092 -2.12618 -0.22608  0.092
H -2.12878 -0.62882 0.79335  0.112

Properties
SMILES string: [H]/N=C(\NS)OC
HOMO energy (Ha): -0.3483
Net charge: 0
Spin multiplicity: 1
LUMO (eV): 0.7


Result of the stability comparison: run 2 is the least stable of them.


Run 1
Entry from the Open Molecules 2025 dataset: the ion C4H14NSi with charge +1 (ωB97M-V with the def2-TZVPD basis set).

Each line ends with the Löwdin charge.
Positions of all 20 atoms, in Å:
C 0.31907 -1.65415 1.05405  -0.154
Si 0.53219 0.01554 -0.07986  0.674
C 0.41510 -0.33703 -1.97977  -0.159
C 2.10202 1.11805 0.02700  -0.179
C -0.99019 1.00803 0.55672  -0.222
N -2.21614 0.14160 0.46786  0.103
H -0.36359 -2.39331 0.78017  -0.002
H 1.32667 -2.11324 1.33232  0.074
H -0.05327 -1.41086 2.00968  -0.001
H 0.16056 -1.41689 -2.13151  0.055
H -0.22742 0.23878 -2.60473  0.024
H 1.28057 -0.06821 -2.39036  -0.031
H 2.16640 1.83985 -0.72241  -0.003
H 2.06084 1.62014 1.03721  0.045
H 3.13933 0.62047 -0.19421  0.089
H -0.88139 1.13721 1.65656  0.113
H -1.32990 1.81270 -0.08583  0.096
H -2.91530 0.37707 1.17024  0.163
H -2.77230 0.24671 -0.45175  0.210
H -1.75326 -0.78245 0.54862  0.107

Properties
SMILES string: C[Si](C)(C)C[NH3+]
HOMO energy (Ha): -0.5279
Net charge: +1
Spin multiplicity: 1
LUMO (eV): -3.7


Run 2
Entry from the Open Molecules 2025 dataset: the ion C4H14NSi with charge +1 (ωB97M-V with the def2-TZVPD basis set).

Each line ends with the Löwdin charge.
Positions of all 20 atoms, in Å:
C 1.69283 -0.78640 -1.16101  -0.074
C 0.90279 0.04543 -0.14652  -0.469
C 0.88596 1.57377 -0.22624  -0.061
C -0.50158 -0.59850 0.09470  -0.404
N -1.64114 0.17578 -0.51370  0.096
Si -1.18381 -0.59559 1.98441  0.750
H 1.22179 -0.71430 -2.17228  0.087
H 1.82614 -1.80503 -0.85303  0.068
H 2.75803 -0.30048 -1.32780  0.132
H 1.43549 -0.08187 0.74775  0.090
H 0.05841 1.87198 0.43291  0.066
H 1.81961 2.07690 0.05853  0.097
H 0.74458 1.91331 -1.31294  0.112
H -0.46434 -1.74831 -0.27314  0.168
H -1.57863 0.15809 -1.58028  0.197
H -2.54162 -0.35030 -0.45681  0.171
H -1.71152 1.16727 -0.32123  0.133
H 0.00955 -0.77726 2.84135  -0.055
H -1.91783 0.67960 2.33607  -0.043
H -1.81471 -1.90410 1.84924  -0.062

Properties
SMILES string: CC(C)[C@H]([NH3+])[SiH3]
HOMO energy (Ha): -0.5356
Net charge: +1
Spin multiplicity: 1
LUMO (eV): -3.7


Result of the stability comparison: run 2 is the least stable of them.


Run 1
Entry from the Open Molecules 2025 dataset: the molecule CH4NP (ωB97M-V with the def2-TZVPD basis set).

Each line ends with the Löwdin charge.
Positions of all 7 atoms, in Å:
H 1.11729 1.40175 -2.14976  -0.004
N 0.86921 0.85443 -1.26721  -0.384
P -0.58567 0.69376 -0.76132  0.721
C -0.36618 -0.58975 0.70109  -0.371
H -1.19547 -1.30819 0.99262  0.030
H 0.59070 -1.02094 0.77868  -0.022
H -0.42987 -0.03107 1.70589  0.029

Properties
SMILES string: [H]/N=P/C
HOMO energy (Ha): -0.3298
Net charge: 0
Spin multiplicity: 1
LUMO (eV): 0.0


Run 2
Entry from the Open Molecules 2025 dataset: a cluster of 2 separate species, CH4NP in total (ωB97M-V with the def2-TZVPD basis set).

Each line ends with the Löwdin charge.
Positions of all 7 atoms, in Å:
C 1.07780 0.27193 -0.11496  0.015
N -3.31388 0.65701 0.87644  -0.492
P -2.67091 0.01756 -0.36261  0.589
H 1.73466 -0.16740 -0.89746  -0.013
H 0.77498 1.32142 -0.23578  -0.033
H 0.83666 -0.25054 0.81963  -0.030
H -2.89839 1.11105 1.70265  -0.036

Properties
HOMO energy (alpha / beta) (Ha): -0.3267 / -0.2679
Net charge: 0
Spin multiplicity: 1
LUMO (alpha / beta) (eV): -0.1 / -0.3


Result of the stability comparison: run 2 is the least stable of them.


Run 1
Entry from the Open Molecules 2025 dataset: a cluster of 2 separate species, C4H7NS in total (ωB97M-V with the def2-TZVPD basis set).

Each line ends with the Löwdin charge.
Positions of all 13 atoms, in Å:
C 1.39672 -0.79183 -1.22114  -0.013
C 0.59027 1.20411 0.27524  -0.265
C 0.85657 0.18614 -0.52068  -0.143
C -1.22151 -1.68271 0.68155  -0.676
N -0.32460 2.23477 0.10274  0.030
S -1.10621 -1.59673 2.27600  0.675
H 2.03652 -0.33499 -2.06992  0.084
H 1.05881 -1.76484 -1.38884  0.017
H 1.29417 1.43053 1.06532  0.113
H -1.11637 -2.68555 0.37523  -0.030
H -1.81438 -0.91580 0.05092  0.057
H -0.75886 2.49069 1.03934  0.117
H -0.89113 2.22621 -0.66576  0.035

Properties
HOMO energy (alpha / beta) (Ha): -0.2557 / -0.2967
Net charge: 0
Spin multiplicity: 3
<S²>: 2.01
LUMO (alpha / beta) (eV): 0.8 / -2.1


Run 2
Entry from the Open Molecules 2025 dataset: the molecule C4H7NS (ωB97M-V with the def2-TZVPD basis set).

Each line ends with the Löwdin charge.
Positions of all 13 atoms, in Å:
C 0.72151 1.60100 0.10150  -0.200
C 1.86692 0.92476 -0.02316  -0.430
C -0.48114 0.69541 0.03052  -0.297
C -1.07178 -1.60584 0.00893  -0.185
N -0.04792 -0.65768 0.41803  -0.433
S 1.63851 -0.84231 -0.19688  0.805
H 0.45966 2.72995 0.13593  0.133
H 2.95939 1.37868 -0.15982  0.106
H -1.19484 1.02200 0.83476  0.133
H -0.83539 0.78417 -1.05704  0.150
H -0.68871 -2.65391 -0.17215  0.074
H -1.72805 -1.95230 0.91921  0.115
H -1.59818 -1.42394 -0.83984  0.028

Properties
HOMO energy (alpha / beta) (Ha): -0.1763 / -0.3452
Net charge: 0
Spin multiplicity: 3
<S²>: 2.01
LUMO (alpha / beta) (eV): 1.0 / -1.4


Result of the stability comparison: run 1 is the least stable of them.


Run 1
Entry from the Open Molecules 2025 dataset: a cluster of 2 separate species, CH5NOS2 in total (ωB97M-V with the def2-TZVPD basis set).

Each line ends with the Löwdin charge.
Positions of all 10 atoms, in Å:
N 1.06291 1.74534 -0.86442  0.109
C 2.01638 2.64621 -0.51621  -0.433
O 2.38383 2.85862 0.61481  0.012
H 0.89031 0.98676 -0.20999  0.072
H 0.92472 1.43370 -1.81229  0.090
H 2.39222 3.26931 -1.33744  0.121
S -1.67565 -0.76664 0.04165  0.217
S -0.71483 -2.56664 0.27857  0.222
H -1.48921 -0.33461 1.29602  -0.201
H -1.79771 -3.34445 0.41272  -0.209

Properties
SMILES string: NC=O.SS
HOMO energy (Ha): -0.3615
Net charge: 0
Spin multiplicity: 1
LUMO (eV): 0.2


Run 2
Entry from the Open Molecules 2025 dataset: a cluster of 2 separate species, CH5NOS2 in total (ωB97M-V with the def2-TZVPD basis set).

Each line ends with the Löwdin charge.
Positions of all 10 atoms, in Å:
N -1.99865 0.74919 -2.80031  0.110
C -1.98372 -0.45507 -3.45347  -0.435
O -2.32965 -1.51110 -3.01644  0.036
H -2.20003 0.70678 -1.82079  0.090
H -1.32813 1.46303 -2.97203  0.080
H -1.59816 -0.34483 -4.47994  0.122
S 0.81579 0.76852 1.51764  0.220
S 2.11186 -0.16556 2.89745  0.217
H 1.16348 0.36638 0.32921  -0.247
H 1.13250 -0.49729 3.78987  -0.192

Properties
SMILES string: NC=O.SS
HOMO energy (Ha): -0.3342
Net charge: 0
Spin multiplicity: 1
LUMO (eV): -0.1


Result of the stability comparison: run 2 is the least stable of them.